{
  "formula": "C6H13Cl2N4",
  "method": "ωB97M-V with the def2-TZVPD basis set",
  "e_above_lowest_kj_mol": 145.36,
  "total_charge": 1,
  "orbital_gap_ev": [6.4, 7.4],
  "species": ["C", "C", "C", "C", "C", "C", "N", "N", "N", "N", "Cl", "Cl", "H", "H", "H", "H", "H", "H", "H", "H", "H", "H", "H", "H", "H"],
  "positions_angstrom": [[1.341429, 0.008465, -0.856806], [0.508227, -0.777718, 1.395758], [0.610032, 2.120861, 0.046313], [0.644189, -2.233615, 1.886196], [-1.330771, 0.483677, -2.248058], [-0.172875, 1.409551, -2.154984], [0.579039, 1.194990, -0.972111], [-0.818499, -0.477472, 0.962836], [1.438067, -0.718318, 0.308218], [-1.740533, -0.280252, 1.838326], [1.712574, -0.872635, -2.221715], [1.865725, 2.427429, 1.149113], [0.737280, -0.053033, 2.180888], [-0.301024, 2.826335, 0.240661], [-0.215583, -2.852101, 1.580100], [0.773002, -2.058412, 2.991742], [1.627780, -2.632102, 1.530628], [-0.985521, -0.488315, -2.465838], [-1.987276, 0.586557, -1.378925], [-1.973456, 0.750577, -3.082326], [0.444313, 1.431760, -3.081026], [-0.587518, 2.486276, -2.245867], [2.110892, -1.417915, 0.398443], [-1.592246, -0.661871, 2.699472], [-2.687249, -0.202716, 1.498960]],
  "atomic_forces_ev_per_a": [[-2.427, 0.422, 1.929], [-1.506, -0.018, 0.915], [-2.338, 1.589, 0.501], [0.959, 0.743, 1.648], [-1.277, 0.678, -0.336], [-1.568, 3.179, -2.673], [3.705, -1.810, 2.422], [1.150, 0.080, -3.580], [-0.719, 3.444, -2.124], [-0.772, 1.055, -0.634], [0.685, 0.010, -1.022], [-0.127, -0.739, -0.587], [0.547, -0.021, 0.218], [1.798, -1.643, -0.928], [0.557, 0.211, 0.300], [-0.499, -1.204, -0.866], [-1.052, -0.197, 0.466], [-0.007, -1.434, 0.307], [0.411, -0.510, 0.056], [0.139, 0.225, -0.307], [0.064, -0.569, 0.831], [0.882, -1.454, 1.026], [1.364, -0.907, -0.694], [-0.102, -1.063, 3.142], [0.131, -0.069, -0.008]],
  "nbo_charge": [0.412, 0.046, -0.009, -0.624, -0.623, -0.249, -0.380, -0.270, -0.543, -0.526, 0.152, 0.119, 0.193, 0.252, 0.250, 0.237, 0.208, 0.217, 0.228, 0.240, 0.250, 0.248, 0.423, 0.355, 0.395]
}



{
  "formula": "C40H90BN6O20",
  "method": "ωB97M-V with the def2-TZVPD basis set",
  "e_above_lowest_kj_mol": 0.00,
  "total_charge": -1,
  "orbital_gap_ev": 8.7,
  "species": ["O", "C", "O", "B", "O", "C", "O", "O", "C", "O", "C", "O", "O", "C", "O", "C", "C", "N", "C", "C", "O", "C", "H", "H", "H", "H", "H", "H", "H", "H", "H", "H", "H", "H", "H", "H", "H", "C", "O", "C", "C", "N", "C", "C", "O", "C", "H", "H", "H", "H", "H", "H", "H", "H", "H", "H", "H", "H", "H", "H", "H", "C", "O", "C", "C", "N", "C", "C", "O", "C", "H", "H", "H", "H", "H", "H", "H", "H", "H", "H", "H", "H", "H", "H", "H", "C", "O", "C", "C", "N", "C", "C", "O", "C", "H", "H", "H", "H", "H", "H", "H", "H", "H", "H", "H", "H", "H", "H", "H", "C", "O", "C", "C", "N", "C", "C", "O", "C", "H", "H", "H", "H", "H", "H", "H", "H", "H", "H", "H", "H", "H", "H", "H", "C", "O", "C", "C", "N", "C", "C", "O", "C", "H", "H", "H", "H", "H", "H", "H", "H", "H", "H", "H", "H", "H", "H", "H"],
  "positions_angstrom": [[21.277971, 17.746140, 19.034288], [21.596005, 17.794403, 17.855793], [21.826036, 16.703761, 17.124563], [22.334802, 17.139992, 15.780234], [22.084766, 18.602150, 15.865817], [21.578235, 19.039819, 16.928216], [21.287656, 20.238019, 17.139649], [21.542215, 16.545945, 14.737563], [22.333162, 15.779256, 14.032921], [22.071574, 15.135977, 13.041398], [23.791856, 15.864125, 14.548171], [23.703303, 16.782027, 15.524533], [24.783895, 15.324851, 14.127074], [27.717542, 27.810402, 11.839659], [26.464869, 27.463965, 12.275552], [25.431720, 27.908198, 11.435738], [24.055512, 27.591483, 12.051417], [23.606657, 26.255807, 11.897389], [22.317277, 25.967037, 12.605315], [22.557805, 25.394704, 14.076468], [22.808207, 26.460790, 14.999295], [23.463300, 26.120208, 16.221980], [27.924954, 27.511523, 10.812159], [28.497105, 27.344170, 12.442166], [27.823058, 28.894292, 11.885910], [25.392692, 27.562200, 10.402844], [25.470588, 28.997391, 11.419887], [23.331327, 28.322976, 11.692831], [24.270295, 27.663956, 13.117594], [24.326591, 25.614525, 12.198293], [21.881302, 25.104844, 12.100694], [21.642124, 26.809893, 12.753254], [23.393148, 24.694773, 14.096468], [21.604930, 24.986439, 14.413296], [23.862955, 26.951946, 16.802152], [24.194953, 25.364632, 15.935798], [22.743977, 25.694215, 16.921414], [27.113948, 11.353932, 18.157981], [27.371412, 10.277989, 19.019240], [28.235891, 9.191406, 18.716827], [28.119530, 7.897974, 19.686059], [26.908120, 7.066171, 19.457599], [25.659813, 7.641108, 19.956595], [25.573056, 7.696400, 21.475509], [26.236045, 6.564047, 22.043427], [26.326280, 6.579219, 23.505883], [26.316621, 12.007955, 18.511012], [26.678207, 11.009918, 17.219951], [28.022924, 11.792058, 17.745790], [29.280072, 9.503593, 18.698646], [27.977277, 8.772313, 17.744419], [28.168560, 8.159313, 20.743126], [29.010795, 7.324643, 19.431003], [26.995667, 6.332847, 20.146561], [24.878293, 6.967556, 19.604962], [25.498297, 8.655343, 19.591448], [24.524401, 7.663743, 21.771083], [26.082716, 8.601687, 21.805330], [27.050714, 7.340074, 23.796405], [26.514912, 5.616415, 23.980787], [25.342128, 6.893704, 23.853204], [25.845811, 12.566464, 32.065790], [25.171724, 12.379912, 30.763187], [23.830770, 12.009356, 30.895182], [23.224299, 11.588573, 29.552209], [22.856904, 12.868764, 28.893085], [22.166620, 12.638176, 27.631448], [21.402351, 13.827558, 27.220519], [22.183613, 14.914561, 26.838733], [22.820556, 14.743615, 25.560221], [26.881426, 12.227125, 32.087289], [25.250522, 12.152786, 32.879800], [25.925199, 13.653276, 32.091154], [23.229226, 12.809951, 31.325637], [23.801692, 11.194163, 31.618188], [22.345659, 10.953307, 29.664183], [23.961857, 11.088140, 28.924772], [23.614120, 13.534128, 28.829638], [21.561908, 11.731312, 27.626829], [23.059041, 12.403503, 27.051273], [20.742699, 14.235391, 27.986439], [20.793611, 13.436901, 26.405085], [23.380213, 15.663388, 25.390214], [22.004738, 14.737229, 24.837352], [23.475020, 13.889118, 25.388106], [20.444689, 8.815714, 19.862526], [21.575221, 9.759840, 19.737409], [21.309609, 10.886353, 18.935445], [21.074585, 10.580835, 17.435770], [22.037091, 9.678045, 16.797108], [21.787455, 9.409493, 15.351081], [20.662151, 8.453544, 14.997560], [20.998687, 7.103821, 15.188875], [20.982524, 6.743878, 16.613273], [19.780012, 9.099437, 20.678498], [20.718791, 7.774466, 20.032124], [19.855440, 8.814145, 18.945532], [22.053378, 11.652603, 19.154024], [20.428843, 11.459537, 19.224909], [21.110869, 11.587438, 17.019204], [20.070406, 10.167049, 17.343567], [22.974009, 9.867394, 17.123338], [22.744690, 8.948837, 15.106975], [21.797465, 10.311948, 14.739863], [20.612725, 8.577250, 13.915733], [19.691957, 8.772197, 15.378715], [22.017896, 6.508824, 16.859977], [20.321980, 5.946763, 16.954421], [20.614415, 7.612193, 17.159732], [13.288231, 19.487816, 27.502012], [14.622248, 19.505301, 27.134637], [15.554240, 18.952681, 28.104419], [16.949935, 18.858496, 27.447912], [17.420371, 20.268604, 27.207412], [18.700999, 20.250551, 26.596871], [18.698680, 19.998259, 25.133362], [17.917384, 20.951926, 24.445789], [17.932400, 20.820869, 23.039157], [12.520329, 19.591529, 26.735420], [13.140109, 20.395147, 28.087594], [13.014512, 18.607018, 28.082844], [15.287417, 17.956966, 28.458610], [15.465053, 19.665700, 28.924009], [16.693116, 18.394711, 26.495521], [17.644572, 18.273752, 28.050958], [17.516728, 20.560307, 28.169553], [19.359441, 19.541368, 27.098484], [19.264890, 21.179630, 26.680109], [18.217294, 19.032669, 24.978417], [19.643948, 19.847099, 24.612125], [18.963161, 21.026890, 22.750721], [17.178467, 21.584821, 22.849276], [17.483629, 19.895305, 22.678543], [24.506849, 15.288628, 6.656200], [25.100791, 15.291979, 5.310704], [24.451915, 14.296268, 4.547513], [24.909597, 14.403955, 3.110417], [24.220163, 13.402314, 2.323510], [23.692254, 13.873425, 1.016020], [24.647012, 14.422367, -0.083838], [25.306743, 15.588621, 0.304933], [26.359770, 15.971196, -0.588805], [24.293490, 14.275494, 6.996966], [23.597175, 15.889030, 6.646409], [25.236196, 15.788728, 7.293428], [23.386639, 14.511323, 4.463632], [24.519021, 13.277715, 4.929790], [25.993423, 14.320136, 3.030357], [24.729573, 15.341116, 2.583716], [24.745851, 12.541691, 2.267746], [23.154382, 14.775791, 1.306749], [22.994622, 13.287412, 0.417690], [24.263646, 14.719529, -1.059973], [25.354202, 13.669465, -0.431834], [26.988414, 16.688675, -0.061411], [25.946046, 16.283925, -1.547524], [26.962163, 15.070007, -0.703098]],
  "atomic_forces_ev_per_a": [[0.731, 0.436, -1.527], [-2.135, -0.851, 2.485], [0.829, 0.798, -0.176], [-1.026, 0.677, 1.620], [1.429, -0.378, -3.875], [-0.306, 3.347, 2.453], [0.374, -3.502, -0.032], [-0.230, -0.411, -0.478], [0.584, -1.484, -2.260], [-0.431, 0.437, 0.806], [0.025, 0.713, 0.278], [1.259, -0.309, 0.139], [-1.101, 0.500, 0.584], [1.106, 0.511, -0.509], [-1.043, -1.438, 0.108], [-1.667, 0.732, 0.265], [1.824, 0.391, 1.322], [-1.858, -0.754, -0.987], [2.176, -1.621, 1.818], [-0.684, 1.617, -0.178], [0.544, 1.275, -0.078], [-0.895, -1.048, -0.639], [-0.164, -0.131, -0.306], [-0.267, 0.007, 0.291], [0.283, 0.318, 0.002], [0.832, -0.441, -0.175], [0.157, 0.361, -0.252], [-0.084, -0.125, 0.112], [-0.398, 1.255, 0.423], [-0.088, -0.108, 0.125], [-0.517, 0.358, -0.219], [0.179, 0.091, -0.665], [-0.120, -0.349, -0.062], [0.085, -0.850, -0.168], [0.287, 0.389, -0.894], [0.470, 0.061, 0.684], [-0.163, -0.510, -0.012], [0.204, -1.220, -1.993], [-0.438, -0.486, 1.879], [-0.727, -1.129, 0.221], [-0.873, 1.744, -0.844], [0.681, 0.588, 0.123], [-0.154, -0.131, -0.115], [0.550, -0.205, 0.482], [0.367, -0.881, 1.008], [-1.057, 1.082, -1.447], [0.734, 0.172, 0.757], [-0.349, -0.619, -0.329], [0.213, 0.792, 0.785], [0.147, 0.171, 0.082], [0.039, 0.093, -0.384], [0.324, 0.426, 0.121], [-0.113, -0.191, 0.012], [0.560, -0.787, -0.325], [-0.179, 0.201, -0.191], [-0.107, -0.137, -0.214], [-0.105, 0.416, 0.178], [-0.197, 0.237, 0.381], [0.162, -0.123, 0.188], [0.347, -0.114, -0.738], [-0.073, 0.123, 0.340], [-0.790, 1.162, -1.763], [1.513, -0.285, 0.713], [-0.331, -1.247, 0.498], [0.866, 2.444, -0.031], [-1.804, -1.246, 1.683], [2.423, -0.220, 1.149], [-0.856, -0.026, -0.879], [1.344, -0.038, -0.585], [-0.922, 1.188, 0.081], [-0.251, -0.621, -0.406], [0.117, 0.048, -0.013], [-0.125, 0.106, 0.865], [-0.143, 0.264, -0.113], [-0.255, -0.442, 0.063], [-0.036, 0.188, 0.123], [0.251, -0.572, 0.194], [0.119, -0.280, -0.182], [-0.169, 0.114, 0.460], [-0.618, -0.022, -1.731], [0.027, -0.479, 0.264], [-0.493, 0.553, -0.578], [0.110, -0.133, 0.042], [0.105, -0.251, -0.411], [-0.089, -0.201, 0.550], [0.394, 1.215, -0.534], [-1.047, -1.543, 0.628], [-0.511, -0.141, -0.522], [1.055, 0.113, 0.574], [-1.826, 0.216, 0.414], [2.155, 0.226, 1.802], [0.884, 0.674, -1.101], [-0.947, -0.856, 1.626], [0.272, 1.016, -0.635], [0.075, 0.300, 0.120], [0.822, 0.278, 0.017], [-0.009, 0.087, -0.050], [0.777, -0.514, -0.379], [-0.672, -0.335, 0.382], [-0.400, 0.209, -0.566], [-0.067, 0.080, -0.272], [0.078, -0.041, -0.665], [-0.170, -0.468, -0.656], [-0.623, 0.355, -0.004], [-0.323, -0.171, -0.188], [-0.136, -0.276, 0.418], [-0.160, 0.080, 0.403], [-0.110, -0.504, -0.983], [0.534, 0.015, 0.183], [-0.551, 0.703, 1.357], [1.287, -1.477, -1.147], [-0.410, 0.865, -0.707], [-1.951, 1.856, -0.464], [-1.062, -1.610, 0.879], [2.304, 0.902, -0.101], [-1.520, -1.369, -1.508], [0.230, -0.202, 1.189], [-0.800, 0.852, 1.330], [0.754, -0.251, -0.861], [-0.420, 0.006, 0.704], [0.023, -0.134, 0.209], [-0.466, -0.131, -0.081], [0.623, -0.133, 0.568], [0.603, -0.240, -0.069], [0.084, -0.199, -0.026], [0.208, 0.813, 0.016], [0.334, -0.554, -0.155], [-0.498, 0.563, 0.553], [-0.254, -0.504, -0.130], [0.674, 0.460, 0.547], [-0.241, -0.094, -0.963], [0.545, 0.301, -1.161], [0.512, -0.431, 0.010], [0.935, 0.746, -1.166], [-0.769, -1.005, 1.539], [-0.550, 1.398, -1.104], [0.717, -0.145, -0.722], [-0.575, -0.937, -1.801], [0.621, 2.006, -0.290], [0.791, -0.261, -0.469], [0.915, 0.935, 0.913], [-0.518, -1.215, 1.204], [0.111, 0.005, 0.025], [-0.171, -0.120, -0.014], [-0.105, -0.210, 0.115], [-0.433, 0.012, 0.439], [0.484, -0.110, 0.196], [0.283, -0.233, 0.145], [-0.309, 0.393, 0.876], [-0.038, -0.026, -0.194], [-0.486, -0.004, -0.074], [-0.071, -0.864, 0.893], [-1.645, -0.461, -0.099], [0.609, -0.530, 0.545], [-0.337, 0.329, -0.356], [0.197, 0.307, -0.081], [0.346, -0.010, -0.517]],
  "mulliken_charge": [-0.643, 0.556, -0.423, 1.050, -0.553, 0.659, -0.705, -0.469, 0.561, -0.618, 0.651, -0.464, -0.606, -0.765, -0.229, -0.725, -0.423, -0.400, -0.720, -0.616, -0.326, -0.665, 0.307, 0.243, 0.306, 0.370, 0.390, 0.332, 0.303, 0.260, 0.391, 0.339, 0.430, 0.383, 0.234, 0.287, 0.293, -0.833, -0.274, -0.676, -0.512, -0.493, -0.448, -0.637, -0.371, -0.733, 0.285, 0.316, 0.345, 0.428, 0.336, 0.299, 0.394, 0.384, 0.312, 0.182, 0.496, 0.364, 0.290, 0.247, 0.291, -0.681, -0.366, -0.601, -0.597, -0.298, -0.630, -0.587, -0.344, -0.710, 0.223, 0.340, 0.242, 0.322, 0.471, 0.386, 0.313, 0.261, 0.406, 0.317, 0.328, 0.365, 0.259, 0.320, 0.260, -0.697, -0.322, -0.660, -0.711, 0.039, -0.883, -0.340, -0.426, -0.131, 0.300, 0.254, 0.217, 0.447, 0.373, 0.341, 0.303, 0.129, 0.407, 0.425, 0.371, 0.256, 0.192, 0.322, -0.196, -0.772, -0.276, -0.652, -0.666, -0.306, -0.734, -0.483, -0.330, -0.756, 0.251, 0.286, 0.297, 0.428, 0.364, 0.296, 0.426, 0.252, 0.399, 0.369, 0.251, 0.493, 0.347, 0.223, 0.298, -0.696, -0.331, -0.558, -0.453, -0.239, -1.129, -0.455, -0.260, -0.750, 0.309, 0.273, 0.242, 0.309, 0.327, 0.286, 0.341, 0.244, 0.433, 0.358, 0.482, 0.424, 0.247, 0.264, 0.332]
}